ORCA calculation (the ωB97M-V functional and the def2-TZVPD basis) on a molecular structure, C40H45N5O2PReSSbSe4 at a distorted geometry.

Calculated values
Spin multiplicity: 1
F_max: 0.0281 hartree/bohr
M: 1314.681 u
Net charge: +3
Gap between HOMO and LUMO (spin up / spin down): 0.196 / 0.196 Ha
Highest occupied orbital energy (spin up / spin down): -15.13 / -15.13 eV

CARTESIAN COORDINATES (ANGSTROEM)
Re (0.50445, 1.07053, -0.91546)
Se (4.91922, 2.17154, -3.52119)
Sb (4.10702, 3.37677, -1.70804)
Se (3.78208, -0.19098, -1.08441)
Se (1.47419, 2.25475, -2.57067)
Se (4.40678, 1.60737, 0.19435)
N (1.96438, -0.49160, -0.59833)
P (1.90633, -1.87332, 0.27373)
C (2.50435, -3.30444, -0.61162)
C (2.55425, -4.53306, 0.05667)
C (3.02151, -5.65835, -0.60067)
C (3.43052, -5.56677, -1.92773)
C (3.35669, -4.35709, -2.60301)
C (2.89233, -3.22438, -1.94889)
C (0.24184, -2.37514, 0.74030)
C (0.03537, -2.88729, 1.96864)
C (-1.20822, -3.55084, 2.35462)
C (-2.25830, -3.54183, 1.53388)
C (-2.23953, -2.83269, 0.20472)
C (-0.78368, -2.72565, -0.32717)
C (2.86457, -1.66654, 1.80230)
C (2.51246, -0.69407, 2.74646)
C (3.33602, -0.31672, 3.77657)
C (4.57016, -0.95331, 3.90477)
C (4.95064, -1.92495, 2.99636)
C (4.11104, -2.26769, 1.93998)
H (2.24350, -4.61410, 1.09291)
H (3.06712, -6.60674, -0.08218)
H (3.80343, -6.44575, -2.43725)
H (3.66377, -4.29326, -3.63853)
H (2.82562, -2.28976, -2.49085)
H (0.81813, -2.82739, 2.72170)
H (-1.25950, -4.03107, 3.32291)
H (-3.19494, -3.99533, 1.83893)
H (-2.78676, -3.45453, -0.50645)
H (-0.50344, -3.72762, -0.66356)
H (1.22141, 0.38715, 1.60512)
H (3.04903, 0.46260, 4.47000)
H (5.23032, -0.67452, 4.71554)
H (5.91174, -2.41142, 3.09408)
H (4.43986, -2.99779, 1.21198)
O (-2.59879, 1.13278, -1.70342)
S (-1.62069, 2.18489, -1.36538)
C (-2.30814, 3.16340, -0.05575)
C (-3.66135, 2.99193, 0.20009)
C (-4.25612, 3.78324, 1.17398)
C (-3.50620, 4.72875, 1.85954)
C (-2.15516, 4.89954, 1.57588)
C (-1.54421, 4.11245, 0.61276)
C (-1.57893, 3.34623, -2.71480)
C (-0.71975, 4.44395, -2.71403)
C (-0.78277, 5.33491, -3.77253)
C (-1.69401, 5.12607, -4.80395)
C (-2.54310, 4.03157, -4.78232)
C (-2.49750, 3.12536, -3.72621)
H (-4.23341, 2.26408, -0.35979)
H (-5.31102, 3.67001, 1.38534)
H (-3.98019, 5.34942, 2.60840)
H (-1.58631, 5.66062, 2.09481)
H (-0.50347, 4.25889, 0.36443)
H (-0.02977, 4.62176, -1.89837)
H (-0.13144, 6.19864, -3.79012)
H (-1.74390, 5.82891, -5.62467)
H (-3.24818, 3.87584, -5.58770)
H (-3.15348, 2.26692, -3.69190)
C (-1.15975, -1.20296, -3.81996)
N (-1.07466, -2.17086, -2.71315)
C (-1.42014, -3.55316, -3.08920)
C (-0.79294, -1.78948, -1.50087)
O (-0.51724, -0.55763, -1.27816)
N (-2.90696, -1.54497, 0.18859)
C (-4.31367, -1.58754, -0.20390)
C (-2.65089, -0.63733, 1.28832)
H (-1.98898, -1.49732, -4.45904)
H (-0.23512, -1.22418, -4.39620)
H (-1.35182, -0.20845, -3.43457)
H (-1.02251, -3.73782, -4.08386)
H (-2.50324, -3.66607, -3.11653)
H (-0.99030, -4.28079, -2.40999)
H (-4.41984, -2.12977, -1.14395)
H (-4.66046, -0.56816, -0.37059)
H (-4.96635, -2.05373, 0.54452)
H (-1.57069, -0.52120, 1.43308)
H (-3.09181, -0.94407, 2.24541)
H (-3.05510, 0.34130, 1.02930)
C (0.23989, 0.54933, 4.78688)
C (0.74998, 1.02606, 3.46987)
C (0.78868, 2.26436, 3.00330)
C (1.19390, 2.69206, 1.63675)
N (0.93035, 2.01309, 0.60150)
N (1.19278, -0.03457, 2.54473)
C (1.91659, 4.00780, 1.52972)
H (-0.00902, 1.39588, 5.42287)
H (0.96335, -0.07812, 5.31015)
H (-0.67070, -0.04178, 4.64504)
H (0.51174, 3.06154, 3.68488)
H (0.47162, -0.76342, 2.50519)
H (1.46495, 4.74531, 2.19583)
H (1.89105, 4.38379, 0.50795)
H (2.95939, 3.88802, 1.83135)